2 unconnected molecules or ions with the total composition C8H6Br2O2 in a non-equilibrium geometry. Source: the Open Molecules 2025 dataset; level of theory: wB97M-V/def2-TZVPD.

Each atom is followed by the atoms it is bonded to, with distances in Å.
Geometry (Å):
1 C 2.16 -0.60 -1.18  C2 1.434, C3 1.369, H13 1.055
2 C 2.22 -0.60 0.25  C1 1.434, C4 1.387, H14 1.077
3 C 1.24 0.14 -1.87  C1 1.369, C5 1.402, H15 1.051
4 C 1.32 0.16 0.99  C2 1.387, C6 1.428, H16 1.102
5 C 0.45 1.04 -1.13  C3 1.402, C6 1.443, H17 1.122
6 C 0.37 0.99 0.31  C4 1.428, C5 1.443, C7 1.322
7 C -0.55 1.76 0.86  C6 1.322, O9 1.130
8 C -2.21 -0.43 0.74  O10 1.303, Br11 1.957, Br12 2.027
9 O -1.42 2.30 1.34  C7 1.130
10 O -2.80 -0.70 1.87  C8 1.303, H18 0.966
11 Br -3.46 0.23 -0.61  C8 1.957
12 Br -1.24 -2.12 0.19  C8 2.027
13 H 2.87 -1.29 -1.57  C1 1.055
14 H 2.91 -1.27 0.73  C2 1.077
15 H 1.16 0.08 -2.91  C3 1.051
16 H 1.03 -0.04 2.03  C4 1.102
17 H -0.38 1.43 -1.77  C5 1.122
18 H -3.68 -1.08 1.75  O10 0.966

Calculated values
Kohn-Sham gap (spin up / spin down) (eV): 6.37 / 7.66
Spin multiplicity: 3
E_tot (eV): -152568.3128
Charge: 0
<S²>: 2.0483

In elementary charge units, the Mulliken charges are: C -0.470; C -0.364; C -0.553; C -0.503; C -0.514; C 0.770; C 0.283; C 0.085; O -0.327; O -0.355; Br -0.084; Br -0.111; H 0.384; H 0.369; H 0.451; H 0.273; H 0.275; H 0.392